Molecular formula: C5H8O3
Method: DFT, ωB97M-V/def2-TZVPD

**Energy above the lowest of the compared OMol25 structures with the same formula, charge and spin**: 1.7066 eV
**E_LUMO**: 0.68 eV
**SMILES string**: C=C(C)[C@H](O)C(=O)O
**Max |F|**: 0.06189 hartree/bohr
**E**: -11455.8125 eV
**Spin multiplicity**: 1

Structure (XYZ):
```
16
Properties=species:S:1:pos:R:3:forces:R:3
O -1.21593 1.45914 -0.37970 0.02 0.26 -1.68
O 0.67101 1.96133 -1.53428 -0.50 -0.50 -0.71
O 1.25282 -0.71032 -1.81078 -0.35 0.03 0.27
C -0.15319 1.13050 -1.23370 -0.02 2.00 2.44
C 1.21399 -0.04107 1.22722 -0.08 -0.35 -0.53
C 0.09877 -0.33106 0.57857 0.96 -1.92 -2.35
C 0.08888 -0.31862 -1.16714 -0.04 0.24 2.34
C -1.08761 -1.04098 1.13307 0.03 0.13 0.10
H -0.76571 -0.92292 -1.46377 0.13 -0.11 0.04
H 1.38507 -0.42892 2.21911 -0.24 0.49 0.42
H 2.05415 0.42290 0.73476 0.17 -0.02 -0.15
H -1.02292 -1.09388 2.21886 -0.07 0.01 0.04
H 1.80151 0.07825 -1.93742 -0.09 0.00 0.04
H -1.17197 2.40750 -0.17609 0.14 -0.18 -0.30
H -1.99967 -0.51677 0.85267 -0.08 -0.03 0.08
H -1.14919 -2.05507 0.73861 0.02 -0.07 -0.05
```
Positions in Å, forces in eV/Å.

Molecular formula: C5H8O3
Method: DFT, ωB97M-V/def2-TZVPD

**Energy above the lowest of the compared OMol25 structures with the same formula, charge and spin**: 3.7118 eV
**E_LUMO**: 0.54 eV
**SMILES string**: CC(=O)O.C#COC
**Max |F|**: 0.07524 hartree/bohr
**E**: -11453.8073 eV
**Spin multiplicity**: 1

Structure (XYZ):
```
16
Properties=species:S:1:pos:R:3:forces:R:3
O 2.01333 -0.58859 -0.44930 -1.26 2.99 0.26
O -1.59591 -1.49343 0.18300 1.19 2.29 -0.33
O -1.09972 -0.21864 -1.55129 0.83 -0.17 -0.20
C -1.39470 -0.35035 -0.23531 -2.93 -2.51 -0.28
C 1.94648 -1.60424 0.53866 -0.43 -0.88 0.17
C 1.06713 1.73547 -0.52976 -0.22 -0.59 0.62
C 1.34238 0.58880 -0.26669 2.47 -2.13 -1.17
C -1.97897 0.86266 0.44850 0.87 0.35 0.57
H -0.49983 0.51659 -1.76552 -0.38 0.03 0.42
H -2.77134 0.57455 1.13359 -0.04 -0.24 -0.17
H -1.20284 1.31981 1.06121 0.01 0.18 0.02
H 0.68204 2.71227 -0.57923 -0.13 0.50 -0.03
H -2.33631 1.60732 -0.26020 0.05 -0.12 -0.08
H 1.17964 -2.31008 0.20596 -0.04 0.06 0.41
H 1.74256 -1.23295 1.54640 -0.02 0.07 -0.25
H 2.90604 -2.11918 0.52000 0.03 0.17 0.03
```
Positions in Å, forces in eV/Å.

Molecular formula: C5H8O3S
Method: DFT, ωB97M-V/def2-TZVPD

**Energy above the lowest of the compared OMol25 structures with the same formula, charge and spin**: 4.4198 eV
**E_LUMO**: 0.00 eV
**SMILES string**: C=S(=O)=O.CC(C)=C=O
**Max |F|**: 0.07979 hartree/bohr
**E**: -22288.0361 eV
**Spin multiplicity**: 1

Structure (XYZ):
```
17
Properties=species:S:1:pos:R:3:forces:R:3
S 1.68385 0.66611 -0.03887 2.28 -2.55 -2.27
O 0.45652 -2.26276 -0.48199 1.88 -1.95 -0.99
O 1.99369 0.46696 1.33536 0.49 -0.30 0.44
O 0.98831 1.82471 -0.42530 -0.86 1.48 -0.77
C -1.63664 0.21987 -0.82040 0.33 0.07 0.80
C -0.87390 -0.43751 0.30826 -1.06 2.10 1.02
C -0.04043 -1.31982 -0.07770 -0.72 -1.28 0.62
C 2.55512 -0.19596 -1.20587 -1.18 0.93 2.09
C -1.07730 0.18982 1.67843 -0.81 1.71 -0.87
H -1.41112 1.27918 -0.70835 -0.50 0.09 -0.63
H -1.95083 -0.11002 2.27203 0.29 -0.75 -0.34
H 2.96065 -1.13035 -0.89433 0.55 -0.24 1.20
H -1.40822 1.23245 1.36821 0.83 -0.76 0.81
H -1.58003 -0.17183 -1.81066 1.22 -0.15 -0.80
H -2.63056 -0.06593 -0.63672 -1.86 0.51 0.69
H -0.18724 0.23983 2.30351 -0.12 -0.06 -0.15
H 2.15812 -0.42474 -2.16561 -0.75 1.15 -0.84
```
Positions in Å, forces in eV/Å.

Molecular formula: C5H8O4
Method: DFT, ωB97M-V/def2-TZVPD

**Energy above the lowest of the compared OMol25 structures with the same formula, charge and spin**: 0.2477 eV
**E_LUMO**: 6.43 eV
**Total charge**: -2
**Max |F|**: 0.03375 hartree/bohr
**E**: -13505.4665 eV
**Spin multiplicity**: 1

Structure (XYZ):
```
17
Properties=species:S:1:pos:R:3:forces:R:3
O 2.20811 -2.29667 2.41971 -0.07 0.47 -0.20
O -1.09209 1.59612 -3.45127 0.25 -0.07 0.56
O 2.57312 -2.78864 0.26214 -0.01 0.28 -0.03
O -2.92441 0.67128 -2.54830 0.42 0.00 0.25
C 1.99801 -2.15795 1.18277 -0.23 -0.92 0.72
C -1.32340 1.58477 -1.05999 0.14 0.02 -0.61
C 0.57997 0.03343 1.53179 -0.09 0.18 0.93
C -1.78707 1.22278 -2.46939 -1.25 0.16 -1.19
C 0.82618 -1.23547 0.72772 1.15 0.06 -0.74
H 0.59861 0.95960 0.95826 -0.13 -0.17 -0.26
H -0.23927 1.50958 -1.03141 0.02 -0.22 0.38
H -0.38032 -0.00085 2.06685 0.08 0.06 -0.22
H -1.56709 2.63680 -0.93107 -0.12 0.21 0.18
H -0.06514 -1.85581 0.66015 -0.08 -0.05 0.02
H -1.87507 0.97913 -0.34423 0.37 0.03 0.20
H 1.32268 0.16700 2.32713 0.10 -0.31 -0.11
H 1.14718 -1.02510 -0.30084 -0.54 0.26 0.11
```
Positions in Å, forces in eV/Å.

Molecular formula: C5H8O4
Method: DFT, ωB97M-V/def2-TZVPD

**Energy above the lowest of the compared OMol25 structures with the same formula, charge and spin**: 4.1650 eV
**E_LUMO**: 0.56 eV
**SMILES string**: C=C=C(O)C(O)(O)OC
**Max |F|**: 0.05133 hartree/bohr
**E**: -13500.9180 eV
**Spin multiplicity**: 1

Structure (XYZ):
```
17
Properties=species:S:1:pos:R:3:forces:R:3
O -0.35213 2.24401 -0.49112 0.03 0.20 -0.19
O -2.09821 -0.27229 0.94849 0.14 0.13 0.35
O 0.98027 0.27788 -0.72991 -1.91 1.45 -1.11
O -1.44817 0.58524 -1.52601 0.49 -0.20 -0.02
C 1.20576 -0.39650 2.24555 -0.19 -0.25 -0.14
C -0.57655 0.91722 -0.53064 2.51 -0.55 -0.36
C 1.02840 -1.01600 -1.27675 -0.43 0.31 -0.13
C -0.84578 0.31444 0.79649 0.94 -1.49 -0.14
C 0.26636 -0.11440 1.38924 -1.72 0.40 1.62
H -1.73641 -0.33075 -1.39985 -0.01 0.09 0.05
H 1.26629 0.13412 3.18612 0.19 0.31 -0.13
H 0.79820 -1.00636 -2.34939 0.02 -0.10 0.05
H 2.03758 -1.41272 -1.14070 -0.07 0.08 0.04
H -2.76161 0.42830 0.91583 0.02 -0.04 0.06
H 1.91617 -1.19288 2.07656 -0.05 -0.18 0.01
H -0.00019 2.52758 -1.34652 -0.03 -0.05 0.03
H 0.32003 -1.68689 -0.76739 0.06 -0.11 0.01
```
Positions in Å, forces in eV/Å.

Molecular formula: C5H8O6Sc
Method: DFT, ωB97M-V/def2-TZVPD

**E_LUMO (spin up / spin down)**: -22.05 / -21.99 eV
**<S²>**: 1.4732
**Total charge**: +4
**Max |F|**: 0.15439 hartree/bohr
**E**: -38239.0890 eV
**Spin multiplicity**: 2

Structure (XYZ):
```
20
Properties=species:S:1:pos:R:3:forces:R:3
Sc -2.48364 1.71379 -0.88233 0.83 1.36 3.32
O -0.85679 -1.96785 -0.77477 0.91 -1.27 1.46
O 2.38142 -3.36136 -0.55854 -3.00 2.50 0.21
O -1.66935 2.59545 0.81100 -3.19 -3.22 -6.52
O -1.34784 -1.65783 -2.94158 0.18 -0.77 1.60
O -1.97961 -0.20923 -1.50095 -1.51 3.62 2.29
O 1.64129 2.43540 2.12876 -1.20 -0.27 -0.98
C 0.67897 2.04584 1.20568 -1.08 -0.23 1.36
C -0.62097 2.69654 1.62013 0.61 1.70 3.35
C 0.03911 -3.02713 -0.98326 -3.54 -0.44 0.11
C 1.50008 -2.56760 -0.72447 5.55 -3.03 -1.07
C -1.46275 -1.29450 -1.71651 1.37 -1.04 -4.69
H -0.94984 2.39806 2.65531 0.45 -0.41 -0.49
H 2.48478 2.01760 1.92911 1.50 -0.36 0.15
H 1.80252 -1.60674 -1.23242 -0.22 0.51 0.29
H -0.00290 -3.47672 -1.98444 0.34 0.23 -0.34
H 0.93775 2.37194 0.18347 0.72 0.14 -0.29
H -0.51212 3.79381 1.85610 0.58 -0.50 -0.42
H -0.16379 -3.78017 -0.20433 0.13 0.05 0.31
H 0.58370 0.88070 1.11404 0.58 1.42 0.34
```
Positions in Å, forces in eV/Å.

Molecular formula: C5H8OS
Method: DFT, ωB97M-V/def2-TZVPD

**Energy above the lowest of the compared OMol25 structures with the same formula, charge and spin**: 2.9146 eV
**E_LUMO**: 0.55 eV
**Max |F|**: 0.11685 hartree/bohr
**E**: -18194.3880 eV
**Spin multiplicity**: 1

Structure (XYZ):
```
15
Properties=species:S:1:pos:R:3:forces:R:3
S 1.26351 -1.58161 0.00227 1.11 -0.45 -0.16
O -0.27663 0.62160 -0.62801 2.23 1.52 -0.20
C -2.44495 -0.09501 0.18553 1.07 1.82 1.29
C 1.50086 0.04932 -0.61511 -2.79 1.79 0.89
C -1.01772 -0.29168 -0.13742 1.64 -5.68 1.09
C -0.46618 -1.55559 0.04906 -0.24 4.04 -1.02
C 2.18439 1.05693 0.32143 -0.19 -1.65 -0.03
H -2.32765 1.00113 0.34330 -1.65 -0.42 0.08
H 1.38321 1.80279 0.42437 0.69 0.14 0.28
H -2.88265 -0.65713 1.04768 0.75 0.57 -0.76
H -1.06009 -2.34030 0.30767 -1.01 -2.30 0.83
H 3.04089 1.42994 -0.24736 0.05 0.35 0.58
H -2.88873 -0.36687 -0.71894 -1.65 0.15 -1.30
H 1.53646 0.36252 -1.65590 0.34 -0.80 -0.04
H 2.45527 0.56397 1.32143 -0.34 0.91 -1.52
```
Positions in Å, forces in eV/Å.

Molecular formula: C5H8OS
Method: DFT, ωB97M-V/def2-TZVPD

**Energy above the lowest of the compared OMol25 structures with the same formula, charge and spin**: 1.8185 eV
**E_LUMO**: 0.66 eV
**SMILES string**: C=C(C)C(=O)CS
**Max |F|**: 0.08133 hartree/bohr
**E**: -18195.4841 eV
**Spin multiplicity**: 1

Structure (XYZ):
```
15
Properties=species:S:1:pos:R:3:forces:R:3
S 0.38463 -2.71671 1.48738 2.29 -0.89 0.02
O 0.66453 -1.40360 -2.29781 -0.18 -1.04 0.40
C 1.53627 0.75987 -0.23602 2.83 -2.47 -0.53
C -0.89395 0.41569 -0.15694 -1.30 0.86 3.17
C 0.46563 0.01965 -0.45869 0.82 -1.62 0.06
C 0.05236 -2.69249 -0.24471 3.03 1.20 -2.62
C 0.46685 -1.38283 -1.10808 0.77 0.80 0.62
H 0.49064 -3.52928 -0.84185 -0.45 0.49 0.78
H -0.96378 -2.65853 -0.35742 -2.70 -0.50 -0.44
H 1.60113 1.70965 0.20267 -0.66 1.28 0.50
H -1.44491 -0.40271 0.47980 1.00 1.63 -0.92
H -0.81268 1.41355 0.43566 -0.79 -1.69 -1.02
H -0.74182 -2.20264 1.73817 -2.03 0.97 0.94
H -1.46028 0.50264 -1.05094 -0.71 0.41 -0.79
H 2.59956 0.32569 -0.37424 -1.92 0.57 -0.15
```
Positions in Å, forces in eV/Å.